{
  "formula": "C35H79N9O18",
  "method": "ωB97M-V/def2-TZVPD",
  "homo_energy_ha": -0.3214,
  "fmax_ev_per_a": 4.69,
  "lumo_energy_ev": -0.14,
  "homo_lumo_gap_ev": 8.60,
  "e_above_lowest_kj_mol": 0.0,
  "smiles": "COC(=O)OC.COC(=O)OC.COC(=O)OC.CNC(C)=O.CNC(C)=O.CNC(C)=O.CNC(C)=O.CNC(C)=O.CNC(C)=O.CNC(C)=O.CNC(C)=O.CC(N)=O",
  "symbols": ["O", "O", "O", "O", "O", "O", "O", "O", "O", "O", "O", "O", "O", "O", "O", "O", "O", "O", "N", "N", "N", "N", "N", "N", "N", "N", "N", "C", "C", "C", "C", "C", "C", "C", "C", "C", "C", "C", "C", "C", "C", "C", "C", "C", "C", "C", "C", "C", "C", "C", "C", "C", "C", "C", "C", "C", "C", "C", "C", "C", "C", "C", "H", "H", "H", "H", "H", "H", "H", "H", "H", "H", "H", "H", "H", "H", "H", "H", "H", "H", "H", "H", "H", "H", "H", "H", "H", "H", "H", "H", "H", "H", "H", "H", "H", "H", "H", "H", "H", "H", "H", "H", "H", "H", "H", "H", "H", "H", "H", "H", "H", "H", "H", "H", "H", "H", "H", "H", "H", "H", "H", "H", "H", "H", "H", "H", "H", "H", "H", "H", "H", "H", "H", "H", "H", "H", "H", "H", "H", "H", "H"],
  "xyz": [[10.214, 2.648, 2.072], [-6.077, 5.169, -2.184], [1.219, -1.472, 8.100], [2.971, 4.963, 4.268], [10.166, 2.206, -0.191], [1.286, -10.109, -3.166], [2.224, 5.611, -4.050], [-2.041, -0.155, -11.989], [2.446, -5.948, 4.526], [-6.311, 0.031, 3.026], [-5.328, -3.190, -5.553], [-0.549, -1.841, 9.180], [-0.264, 0.223, 8.217], [-7.194, 6.151, -0.421], [-0.454, -0.423, -2.929], [4.321, -3.225, -1.561], [-5.093, 5.285, -0.243], [8.383, 1.958, 0.984], [-6.565, -1.793, -4.279], [5.529, -3.548, 0.199], [-6.933, 2.061, 3.669], [0.136, 0.234, -0.916], [3.172, 4.703, -2.180], [0.307, -6.015, 5.249], [-0.744, 0.531, -10.386], [-0.270, -8.742, -4.230], [3.076, 6.527, 5.881], [-5.740, -2.840, -4.462], [-6.079, 1.041, 3.649], [5.418, -3.503, -1.120], [0.489, -6.781, 6.447], [3.831, 3.656, -2.962], [-5.303, -3.535, -3.158], [-8.216, 2.165, 3.105], [-2.534, -1.072, -9.714], [-7.208, 5.160, -3.005], [-0.075, 0.982, 0.344], [1.262, -5.728, 4.399], [-4.834, 1.092, 4.555], [1.791, 6.646, -1.972], [6.576, -4.049, -1.901], [-0.648, 1.389, -9.175], [3.590, 5.903, 4.832], [-1.761, -0.247, -10.787], [-6.209, 5.588, -0.869], [2.247, -0.748, 7.486], [-4.945, 5.761, 1.121], [0.051, -0.911, 8.434], [0.274, -9.982, -3.851], [1.936, 6.120, 6.638], [-0.487, -11.295, -4.216], [-1.632, -1.329, 9.970], [9.669, 2.300, 1.061], [-1.842, 1.257, -2.010], [7.592, 1.564, 2.064], [-0.655, 0.309, -1.937], [-7.286, -1.101, -5.350], [11.534, 2.309, -0.372], [4.821, 6.502, 4.205], [0.418, -7.437, -4.127], [2.409, 5.644, -2.802], [0.788, -5.397, 3.000], [1.447, -7.621, -4.437], [-6.736, 4.735, -3.891], [0.813, -0.515, -0.912], [6.341, -4.093, -2.964], [0.218, 0.460, 1.254], [0.867, 6.208, -1.595], [4.798, -3.295, 0.849], [-2.082, -2.151, 10.527], [1.500, 7.588, -2.437], [5.514, 5.675, 4.051], [0.044, -7.722, 6.126], [-7.925, 4.411, -2.669], [-5.257, 4.981, 1.814], [-8.053, -0.466, -4.906], [8.007, 2.054, 2.945], [-0.119, -6.705, -4.730], [-0.172, -4.881, 2.993], [-4.944, -2.842, -2.396], [3.107, 4.560, -1.183], [6.491, -3.664, 0.482], [-0.014, -6.370, 7.322], [1.374, 5.272, 6.246], [-1.006, 0.717, -8.395], [-0.513, -11.162, -5.297], [-7.638, 6.134, -3.239], [-0.202, 0.714, -11.218], [3.160, 3.126, -3.637], [-5.423, 6.708, 1.375], [0.183, -12.117, -3.967], [2.179, 0.279, 7.844], [0.697, -6.148, 2.215], [7.362, -3.294, -1.886], [1.502, -6.969, 6.805], [-1.331, -0.526, 10.643], [-1.349, 2.221, -9.245], [5.258, 7.272, 4.841], [-2.550, 1.185, -1.184], [1.408, -4.656, 2.495], [6.507, 1.658, 2.070], [-8.707, 3.125, 3.268], [-6.122, -4.091, -2.701], [2.251, 5.885, 7.655], [-6.506, 2.915, 3.998], [2.272, -0.821, 6.399], [4.542, 7.099, 3.337], [-2.283, 0.931, -2.952], [0.325, 1.869, -9.076], [-6.646, -0.502, -5.999], [-0.659, -6.029, 4.954], [-4.632, 0.153, 5.070], [-3.958, 1.354, 3.962], [-7.996, 2.006, 2.049], [-1.954, -1.297, -8.820], [-1.475, 2.282, -2.053], [-2.891, -2.034, -10.084], [-1.079, 1.376, 0.501], [-3.914, 5.903, 1.444], [-4.610, -4.356, -3.343], [0.319, -7.174, -3.074], [3.453, 7.380, 6.269], [7.760, 0.498, 2.217], [7.094, -4.932, -1.526], [-8.794, 1.269, 3.331], [4.334, 2.938, -2.315], [3.231, -1.012, 7.875], [0.581, 1.853, 0.352], [-3.424, -0.607, -9.289], [-7.734, -1.862, -5.988], [2.568, 6.879, -1.244], [11.887, 1.357, 0.024], [4.536, 4.179, -3.608], [-1.058, -8.806, -4.858], [-5.118, 1.892, 5.238], [-2.448, -0.987, 9.333], [-6.843, -1.536, -3.342], [11.857, 2.372, -1.412], [1.087, 6.802, 6.591], [-1.460, -11.443, -3.748], [11.878, 3.141, 0.244]],
  "forces_ev_per_a": [[0.5763, -0.1486, -0.3819], [0.9655, 0.7091, 2.9843], [0.0595, -1.3970, -0.2034], [1.5308, 1.3294, 1.2604], [-2.5135, 0.1996, -0.0103], [-0.5262, 0.9561, -0.8663], [0.7606, -0.0683, 2.4908], [-0.2814, -1.6368, 1.0203], [0.9069, 0.2633, 1.3150], [-0.5012, -1.0303, -0.8472], [-0.3833, 0.0068, -0.0512], [-0.9330, 0.4550, 0.4175], [-0.6211, -0.0344, -0.0262], [1.3443, -0.8400, -0.4716], [-0.1746, 0.7892, 1.0203], [-0.1359, 0.5339, -1.5335], [0.9712, 0.5566, 1.0280], [-1.0245, 0.1152, -2.4716], [-0.8611, 1.0728, 0.2406], [2.4110, -0.1424, 1.7564], [1.7250, 2.6368, 2.4759], [0.8793, 0.5165, 4.0902], [-0.1180, -0.5281, 0.0585], [-1.2456, 0.6388, 1.7457], [1.9426, 0.6874, 0.8047], [0.0239, -1.7841, -0.4898], [-0.3904, 1.1042, 1.4073], [1.0073, -0.5848, 0.5955], [0.8277, -2.1106, 0.2588], [-2.3195, -1.2757, -0.3238], [-0.1725, -1.0418, 0.5550], [-0.0290, 0.5648, -0.3703], [-0.4459, -0.5173, -0.1341], [-0.1089, -1.3725, -2.2401], [0.1901, -0.0657, -0.0773], [0.1233, -0.8888, -1.0863], [0.8591, 0.5699, -0.1721], [0.9465, -1.1810, -3.6405], [-0.9910, 1.2851, -0.5185], [-0.3013, 1.2322, 1.3210], [0.9988, 1.2263, -0.8279], [-0.9998, -0.9942, -1.1619], [-1.7576, -1.5028, -2.7329], [-2.0547, 0.5279, -0.4768], [-1.8501, 0.5702, -1.4487], [0.5756, 1.6665, 0.3476], [0.0638, -0.3354, 0.8644], [1.7754, -0.0290, 0.4258], [-0.0921, 0.1168, 1.7185], [-1.4879, -0.9870, 0.1185], [0.9254, 1.5666, -0.6081], [-0.9777, -0.2317, -0.2543], [-0.4962, 0.0228, 0.1961], [0.5788, -0.2852, 0.0047], [1.3895, -0.8136, 2.3838], [-1.5353, -1.3927, -3.9514], [0.3211, -0.6662, -0.0996], [1.3399, -0.4804, 1.3280], [-0.0233, 0.4165, 0.8388], [-0.5522, -1.5618, 0.6150], [-0.0453, -1.3754, -4.4848], [-0.9967, 2.0177, -1.0426], [0.0348, 0.6267, 0.1546], [-0.5675, 0.2200, -0.4742], [-0.0243, 0.1204, -0.1983], [-0.2914, -0.4640, 0.2310], [-0.1486, -0.6100, -0.3348], [0.1404, 0.1026, 0.6720], [0.1903, 0.0690, -0.4093], [0.5791, -0.1303, 0.0764], [0.2530, -0.3772, -0.5398], [0.0879, 0.3957, -0.5001], [0.0575, -0.5361, 1.0375], [-0.3132, 0.3903, 0.2097], [-0.6264, -0.0140, -0.2023], [0.0687, -0.1151, -0.0664], [-0.3416, 0.0611, 0.2732], [0.2681, -0.1427, -0.0661], [-0.4047, -0.1252, 0.2238], [0.2091, 0.0137, -0.1817], [-0.0188, 0.3291, -0.1875], [-0.4060, -0.0335, 0.9366], [-0.3768, 0.1178, -0.2556], [1.0083, -0.5619, -0.3117], [0.6473, 0.5303, 0.6564], [-0.7152, -0.7927, -0.2447], [-0.0016, -0.0451, 0.3867], [0.0436, 0.8873, 0.2417], [-0.2623, 0.0370, 0.2165], [-0.5000, -0.2269, -0.6280], [-0.1316, 0.1797, -0.0020], [-0.2877, 0.3527, -0.6505], [0.2023, -0.8158, 0.7734], [0.2036, 0.3038, 0.1332], [0.1768, 0.3003, -0.8419], [0.2000, -0.0972, -0.1389], [-0.2456, 0.0274, -0.0780], [0.3050, -0.2883, 0.3665], [0.0540, -0.1370, -0.0064], [0.5526, 0.0039, 0.4698], [0.2192, 0.8392, -1.1451], [0.1447, -0.3380, 0.2402], [-0.5250, 0.3363, -0.0383], [-0.3607, 0.1617, 0.0940], [-0.3608, -0.0253, 0.2498], [-0.3380, 0.0165, 0.0961], [0.0005, -0.7366, -0.4597], [-0.2909, 0.5126, 0.1755], [0.1216, -0.7746, 0.2650], [0.1890, 0.0505, 0.2237], [0.3679, 0.3886, -0.3510], [-0.4030, 0.0972, -0.1826], [-0.0014, 0.1215, 0.0990], [-0.8547, 0.4656, -0.6278], [0.4864, 0.0851, -0.2151], [-0.1547, 0.1011, -0.1507], [0.2019, 0.1576, -0.4465], [-0.0762, -0.4161, -0.3949], [0.4009, -0.1174, -1.1505], [0.4437, 0.5767, -0.2913], [0.5872, 0.4761, -0.1064], [0.6146, -0.2656, -0.5257], [0.0475, -0.1940, 0.0202], [-0.6642, -0.2159, 0.0742], [-0.3722, 0.3425, 0.5335], [-0.0175, 0.2544, 0.0297], [-0.2503, -0.9146, 0.0678], [0.0312, 0.2317, -0.1077], [-0.0547, 0.5601, -0.5101], [-0.2328, 0.1337, -0.0574], [-0.6543, 0.1552, 0.8045], [0.9264, 0.1709, 0.0321], [0.2840, -0.3389, 0.0018], [0.1484, 0.0476, 0.1125], [0.9034, -0.0562, 0.5453], [0.2067, 0.3342, -0.1657], [0.2240, -0.3041, -0.1457], [-0.6833, 0.2816, 0.0314], [0.4782, 0.9185, 0.4204], [0.0295, 0.3247, -0.2151], [0.5461, -0.0502, -0.2535]],
  "mulliken_charge": [-0.55, -0.29, -0.30, -0.69, -0.30, -0.60, -0.66, -0.65, -0.63, -0.65, -0.63, -0.28, -0.55, -0.56, -0.71, -0.64, -0.24, -0.30, -0.17, -0.37, -0.18, -0.11, -0.18, -0.24, -0.23, -0.21, -0.19, 0.70, 0.68, 0.76, -0.87, -0.82, -1.12, -0.84, -1.11, -0.65, -0.79, 0.79, -0.90, -1.01, -1.10, -0.64, 0.72, 0.68, 0.74, -0.69, -0.64, 0.79, 0.60, -0.92, -0.96, -0.65, 0.79, -1.07, -0.68, 0.73, -0.81, -0.62, -0.93, -0.78, 0.69, -1.08, 0.26, 0.24, 0.26, 0.30, 0.32, 0.24, 0.21, 0.24, 0.29, 0.25, 0.34, 0.31, 0.19, 0.33, 0.32, 0.34, 0.32, 0.31, 0.26, 0.18, 0.24, 0.33, 0.21, 0.31, 0.28, 0.24, 0.29, 0.32, 0.26, 0.33, 0.28, 0.33, 0.32, 0.29, 0.27, 0.30, 0.33, 0.27, 0.25, 0.31, 0.33, 0.30, 0.20, 0.27, 0.27, 0.28, 0.29, 0.24, 0.26, 0.28, 0.22, 0.31, 0.34, 0.29, 0.31, 0.21, 0.29, 0.31, 0.25, 0.23, 0.28, 0.33, 0.29, 0.32, 0.27, 0.27, 0.30, 0.27, 0.32, 0.28, 0.26, 0.24, 0.28, 0.29, 0.25, 0.22, 0.32, 0.29, 0.30]
}